# 1
{"formula": "C25H59BF3N8O11PS", "method": "the ωB97M-V functional and the def2-TZVPD basis", "charge": 0, "smiles": "CCCOB(P(N)O)S(=O)(=O)C(F)(F)F.CN(C)C=O.CN(C)C=O.CN(C)C=O.CN(C)C=O.CN(C)C=O.CN(C)C=O.CN(C)C=O", "e_lumo_ev": -0.63, "e_homo_ha": -0.25605, "elements": ["C", "C", "C", "O", "B", "P", "N", "O", "S", "O", "O", "C", "F", "F", "F", "H", "H", "H", "H", "H", "H", "H", "H", "H", "H", "C", "N", "C", "C", "O", "H", "H", "H", "H", "H", "H", "H", "C", "N", "C", "C", "O", "H", "H", "H", "H", "H", "H", "H", "C", "N", "C", "C", "O", "H", "H", "H", "H", "H", "H", "H", "C", "N", "C", "C", "O", "H", "H", "H", "H", "H", "H", "H", "C", "N", "C", "C", "O", "H", "H", "H", "H", "H", "H", "H", "C", "N", "C", "C", "O", "H", "H", "H", "H", "H", "H", "H", "C", "N", "C", "C", "O", "H", "H", "H", "H", "H", "H", "H"], "xyz": [[-2.689975, -2.255282, 2.148845], [-2.801131, -0.971229, 1.121445], [-2.510828, -1.391538, -0.412081], [-1.187978, -1.012063, -0.923516], [-0.132437, -1.857320, -0.428318], [0.287271, -3.629027, -1.121095], [0.945120, -3.330168, -2.763789], [-1.128007, -4.605689, -1.222010], [1.021884, -1.269312, 0.983338], [0.329419, -0.369144, 1.991723], [2.093043, -0.394510, 0.298651], [1.949595, -2.673836, 1.802814], [3.035266, -3.144440, 0.962705], [1.120902, -3.821099, 2.133976], [2.544840, -2.170317, 3.034818], [-3.642475, -2.915928, 2.087394], [-1.713863, -2.836024, 1.952841], [-2.574900, -1.770716, 3.207444], [-3.926422, -0.651888, 1.182840], [-2.197744, -0.071340, 1.505723], [-2.723231, -2.524648, -0.607374], [-3.297433, -0.822826, -1.077892], [1.606014, -2.519617, -2.686102], [1.532997, -4.154638, -3.021584], [-0.887951, -5.440199, -0.742326], [-1.948537, 4.163329, -0.427338], [-1.154950, 2.979853, -0.191493], [0.095909, 3.103413, 0.529731], [-1.548747, 1.749593, -0.628322], [-0.931562, 0.706404, -0.466972], [-1.355655, 4.876591, -1.006830], [-2.219387, 4.607310, 0.534664], [-2.859044, 3.921630, -0.979760], [0.909133, 2.749786, -0.105856], [0.054384, 2.479301, 1.426966], [0.275313, 4.142373, 0.812528], [-2.512626, 1.771018, -1.163847], [3.755705, 6.295734, -2.804231], [2.655255, 5.678555, -2.092625], [2.036349, 6.398880, -0.997406], [2.180974, 4.437902, -2.420735], [1.260848, 3.864333, -1.863271], [4.567794, 6.493690, -2.099741], [3.412726, 7.237325, -3.241410], [4.122904, 5.644325, -3.599872], [2.125088, 5.805005, -0.083754], [0.975516, 6.544715, -1.219552], [2.518197, 7.367667, -0.853964], [2.720361, 3.978679, -3.265520], [-5.625252, 2.656362, -4.505569], [-5.130305, 1.518988, -3.753941], [-4.064443, 0.715881, -4.320043], [-5.635370, 1.178293, -2.530370], [-5.266734, 0.232745, -1.850335], [-6.010639, 2.300387, -5.465086], [-4.803950, 3.356643, -4.676488], [-6.424565, 3.167553, -3.964773], [-4.412431, -0.315217, -4.427406], [-3.208033, 0.728281, -3.640668], [-3.765802, 1.106226, -5.294463], [-6.437913, 1.854138, -2.191619], [-6.363191, -6.243818, -1.267985], [-5.166959, -5.781715, -0.595025], [-4.412685, -6.717047, 0.215418], [-4.725795, -4.490938, -0.699769], [-3.730043, -4.040028, -0.160630], [-7.072924, -6.608447, -0.520557], [-6.096727, -7.057768, -1.947456], [-6.827800, -5.437861, -1.839600], [-4.366140, -6.343770, 1.242052], [-3.395134, -6.790688, -0.177647], [-4.883247, -7.701844, 0.203637], [-5.370289, -3.864431, -1.338049], [4.496922, -3.924668, 4.380986], [4.561254, -5.188701, 5.085584], [3.385103, -5.659068, 5.790066], [5.695828, -5.952737, 5.107387], [5.815513, -7.022161, 5.679298], [4.257095, -3.132771, 5.095750], [3.714914, -3.981945, 3.621877], [5.448864, -3.695268, 3.897906], [3.628672, -5.783783, 6.848652], [3.087942, -6.628717, 5.381841], [2.563714, -4.948154, 5.683333], [6.529368, -5.504216, 4.541607], [-0.658371, 6.778857, -4.801285], [-1.834071, 5.995745, -4.481926], [-3.139607, 6.617730, -4.582249], [-1.751931, 4.688071, -4.088862], [-2.700564, 3.973118, -3.806288], [-0.613836, 7.642071, -4.131689], [-0.730496, 7.122153, -5.836698], [0.251457, 6.186552, -4.682900], [-3.630031, 6.578684, -3.605775], [-3.746180, 6.061520, -5.302033], [-3.046513, 7.656168, -4.905216], [-0.715874, 4.314239, -4.045687], [7.646979, -2.143268, 5.650765], [7.468754, -0.756485, 5.272886], [6.124337, -0.248625, 5.081402], [8.528457, 0.089940, 5.090972], [8.447365, 1.263580, 4.774251], [7.209972, -2.780295, 4.877596], [7.137917, -2.319611, 6.602148], [8.705646, -2.387375, 5.759957], [6.024823, 0.122359, 4.057820], [5.953600, 0.580508, 5.773201], [5.387992, -1.034026, 5.260502], [9.503432, -0.395962, 5.261330]], "forces_ev_per_angstrom": [[0.31, 1.59, 0.27], [-1.11, -0.92, 0.35], [-2.54, 0.34, -0.28], [1.94, -10.66, 1.23], [-3.73, 1.47, -3.32], [1.24, -1.89, 0.04], [0.36, -0.16, 0.98], [1.30, 0.74, -0.17], [0.92, 7.85, 0.78], [1.38, -3.73, -1.58], [-2.34, -3.73, 1.19], [2.27, -2.78, 1.72], [-3.14, 1.29, 2.56], [2.41, 3.38, -0.75], [-1.84, -1.42, -3.58], [1.98, 1.06, 0.07], [-1.62, 0.58, 0.24], [-0.33, -1.17, -1.75], [2.01, -0.48, -0.31], [-0.67, -1.63, -0.83], [0.64, 2.40, 0.66], [1.78, -0.90, 1.16], [-0.94, -0.78, -0.18], [-0.65, 0.94, 0.40], [-0.21, 1.31, -0.60], [0.16, -0.07, 0.12], [-0.58, -0.58, -0.38], [0.14, -0.60, 0.26], [0.68, 0.75, 0.35], [0.69, 8.03, 1.41], [-0.13, 0.12, -0.01], [-0.08, 0.16, -0.09], [0.15, -0.05, 0.01], [-0.09, 0.04, 0.36], [0.08, 0.07, 0.01], [-0.12, -0.09, -0.13], [-0.07, 0.06, -0.01], [-0.14, 0.05, 0.21], [-0.21, -0.83, -0.43], [-0.17, -0.26, 0.06], [0.08, 0.37, 0.20], [0.33, 0.70, -0.52], [0.08, 0.08, -0.19], [0.21, 0.01, -0.06], [-0.10, 0.02, 0.13], [-0.10, 0.17, 0.01], [0.03, 0.06, 0.18], [-0.01, -0.16, -0.10], [0.08, 0.07, 0.01], [0.21, -0.14, -0.08], [-0.58, -0.04, 0.94], [0.04, -0.20, 0.28], [0.37, 0.04, -0.58], [-0.02, 0.28, -0.37], [-0.08, 0.18, -0.01], [-0.14, 0.02, -0.01], [0.08, -0.14, 0.01], [0.17, 0.02, -0.04], [0.03, -0.09, -0.18], [-0.10, 0.05, 0.18], [0.01, 0.05, -0.08], [0.19, -0.09, 0.16], [0.14, 0.91, -0.19], [0.18, 0.25, 0.08], [-0.07, -0.42, 0.05], [-0.77, -0.97, 0.08], [-0.11, -0.04, -0.18], [-0.21, 0.01, -0.03], [0.13, -0.05, 0.10], [0.11, -0.17, -0.03], [-0.04, -0.10, 0.15], [0.00, 0.18, -0.06], [-0.03, -0.07, -0.02], [-0.20, -0.31, 0.10], [0.99, -0.35, -0.09], [0.15, -0.25, 0.08], [-0.52, 0.09, 0.15], [-0.23, 0.40, -0.14], [-0.04, 0.12, -0.19], [0.20, 0.15, 0.09], [-0.11, -0.12, 0.05], [-0.18, -0.07, -0.06], [-0.10, 0.06, 0.16], [0.18, -0.04, -0.06], [-0.05, 0.10, -0.05], [-0.26, 0.02, 0.02], [0.22, -0.90, 0.28], [-0.12, -0.26, 0.11], [-0.01, 0.33, -0.11], [0.13, 0.49, -0.17], [0.17, 0.04, -0.12], [0.19, 0.09, 0.06], [-0.16, -0.01, 0.02], [-0.11, 0.07, -0.15], [-0.10, 0.15, 0.09], [0.08, -0.16, 0.04], [0.00, 0.07, 0.03], [-0.18, 0.23, -0.05], [0.87, 0.35, -0.06], [0.12, 0.30, -0.09], [-0.46, -0.08, 0.00], [-0.19, -0.46, 0.12], [0.10, -0.15, 0.16], [0.07, -0.22, -0.04], [-0.11, 0.10, -0.03], [-0.17, 0.03, 0.13], [-0.15, -0.04, -0.13], [0.18, 0.06, -0.01], [-0.05, -0.11, 0.03]]}

# 2
{"formula": "C25H59BrI2PRhSbSi", "method": "the ωB97M-V functional and the def2-TZVPD basis", "multiplicity": 5, "charge": 3, "e_lumo_ev": [-8.79, -12.25], "e_homo_ha": [-0.61004, -0.60975], "de_lowest_kj_mol": 0.00, "elements": ["Rh", "I", "C", "I", "H", "H", "C", "P", "C", "C", "H", "H", "H", "H", "H", "H", "H", "H", "H", "C", "C", "C", "Sb", "C", "C", "C", "C", "C", "C", "H", "H", "H", "H", "H", "H", "H", "H", "H", "H", "H", "H", "H", "H", "H", "H", "H", "H", "H", "H", "H", "C", "C", "C", "C", "Si", "Br", "C", "C", "C", "C", "C", "C", "C", "C", "H", "H", "H", "H", "H", "H", "H", "H", "H", "H", "H", "H", "H", "H", "H", "H", "H", "H", "H", "H", "H", "H", "H", "H", "H", "H", "H"], "xyz": [[0.606118, -0.122543, -0.175780], [-0.966791, 0.703437, 1.881751], [-1.783372, -1.212580, 2.344437], [-1.006966, -2.645311, 0.977977], [-2.860862, -1.150489, 2.239344], [-1.490218, -1.470870, 3.356030], [0.363218, 0.521150, -3.720393], [0.176212, -0.780352, -2.458881], [1.407380, -2.038914, -2.936574], [-1.411816, -1.564963, -2.868708], [0.229087, 0.076812, -4.707428], [1.361950, 0.957099, -3.664445], [-0.383955, 1.304802, -3.588493], [1.222261, -2.331241, -3.971387], [1.301609, -2.915254, -2.295957], [2.421914, -1.650396, -2.848303], [-1.397265, -1.803050, -3.933400], [-2.243964, -0.890555, -2.667299], [-1.552802, -2.484251, -2.302791], [-0.572776, 4.488198, 1.258172], [0.931091, 4.291267, 1.178197], [1.670736, 5.597042, 0.981282], [1.424471, 2.811913, -0.460199], [1.419382, 4.055329, -2.389848], [0.020599, 4.585083, -2.611380], [2.494109, 5.111296, -2.349856], [3.562607, 2.225377, -0.122706], [4.363379, 3.330893, 0.534483], [4.104338, 1.757399, -1.466899], [-0.803270, 5.112432, 2.125308], [-1.125772, 3.557830, 1.377103], [-0.956662, 5.008632, 0.380687], [1.314852, 3.737827, 2.038125], [1.206712, 6.200681, 0.201868], [2.731290, 5.478210, 0.768086], [1.591631, 6.169773, 1.910162], [1.672747, 3.261868, -3.093554], [-0.231862, 5.364047, -1.891296], [-0.742827, 3.807150, -2.584267], [-0.022089, 5.051148, -3.600176], [2.237067, 5.947267, -1.703779], [2.584894, 5.511856, -3.365767], [3.477039, 4.728704, -2.076264], [3.480627, 1.381166, 0.561820], [4.473123, 4.210780, -0.098768], [5.365787, 2.936962, 0.729551], [3.943809, 3.629485, 1.495798], [4.193176, 2.579269, -2.178474], [3.476168, 0.978069, -1.906658], [5.103097, 1.339740, -1.319440], [5.643085, -0.533059, 2.698059], [4.857993, -1.799235, 3.078561], [3.618656, -1.370457, 3.876963], [5.750042, -2.686107, 3.960710], [4.425895, -2.795998, 1.479190], [2.698063, -1.269105, 0.520870], [3.491450, -4.491683, 1.738772], [2.608421, -4.413022, 2.984267], [2.613672, -4.817753, 0.530671], [4.572871, -5.556865, 1.932423], [5.721108, -2.779825, 0.029977], [7.035738, -3.295201, 0.631851], [5.279417, -3.681867, -1.126582], [5.944757, -1.371077, -0.542515], [5.845247, 0.043101, 3.605028], [5.080671, 0.110767, 2.015377], [6.607668, -0.771198, 2.250910], [3.943488, -0.752484, 4.717980], [3.078955, -2.217287, 4.293697], [2.928284, -0.771252, 3.278548], [6.042720, -2.117180, 4.846677], [6.665291, -2.990626, 3.450444], [5.235906, -3.581971, 4.309466], [1.864426, -3.615565, 2.910706], [3.188983, -4.285425, 3.896358], [2.062717, -5.356097, 3.090104], [1.804793, -4.092315, 0.416706], [2.148820, -5.797140, 0.684413], [3.170415, -4.875561, -0.402455], [5.245061, -5.321010, 2.760104], [5.166735, -5.725545, 1.034779], [4.091742, -6.508467, 2.177834], [6.941529, -4.289180, 1.071775], [7.439148, -2.618150, 1.385930], [7.780137, -3.367049, -0.166014], [5.219009, -4.731026, -0.842836], [6.020661, -3.611076, -1.926743], [4.317288, -3.363331, -1.536435], [6.283755, -0.657337, 0.206694], [5.044464, -0.982435, -1.022182], [6.723076, -1.430316, -1.308439]], "forces_ev_per_angstrom": [[-0.10, -0.73, 0.19], [-0.17, 0.12, 0.20], [-0.01, -0.21, -0.13], [0.02, 0.30, 0.04], [0.01, 0.03, -0.05], [0.08, 0.02, -0.02], [0.02, 0.06, 0.33], [-0.10, -0.42, -0.95], [-0.05, 0.12, 0.22], [0.03, 0.18, 0.23], [0.01, -0.03, -0.01], [-0.01, -0.01, -0.02], [0.00, -0.01, 0.01], [-0.03, 0.02, -0.02], [0.05, 0.00, 0.01], [-0.01, 0.00, 0.02], [0.00, 0.00, -0.02], [-0.01, -0.01, 0.00], [0.02, 0.02, 0.02], [-0.02, 0.08, 0.13], [-0.03, -0.91, -0.45], [0.12, 0.13, -0.01], [0.53, 2.20, 0.02], [-0.25, -1.00, 0.51], [-0.05, 0.12, -0.14], [0.19, 0.13, 0.03], [0.22, -0.69, -0.03], [-0.38, 0.27, 0.02], [-0.19, 0.11, 0.03], [0.01, 0.00, -0.01], [-0.07, 0.00, -0.02], [-0.01, -0.04, -0.01], [-0.05, 0.12, 0.10], [0.04, -0.03, -0.02], [-0.04, 0.07, -0.01], [-0.02, -0.03, 0.01], [-0.03, 0.12, -0.13], [-0.03, -0.05, 0.03], [-0.03, 0.02, 0.01], [0.01, -0.01, 0.01], [0.02, -0.05, 0.02], [0.00, -0.02, 0.00], [-0.01, 0.04, -0.01], [-0.05, 0.03, -0.04], [0.04, -0.01, 0.02], [0.01, -0.06, -0.04], [0.07, 0.02, -0.01], [0.01, -0.03, -0.03], [0.09, -0.03, -0.02], [0.00, 0.04, 0.00], [0.02, -0.05, 0.15], [-0.20, 0.14, -0.59], [0.03, -0.05, 0.05], [0.03, -0.14, -0.03], [0.69, -1.07, 0.49], [-0.06, 0.23, -0.21], [0.17, 1.24, -0.21], [-0.10, -0.26, 0.00], [-0.08, -0.34, -0.04], [0.07, -0.20, 0.04], [-0.66, 0.38, 0.33], [0.12, -0.05, 0.05], [0.11, 0.01, 0.02], [0.14, -0.06, -0.01], [-0.01, -0.01, 0.00], [0.02, 0.01, 0.00], [-0.03, 0.06, -0.01], [0.03, 0.00, -0.01], [-0.03, 0.06, -0.02], [-0.01, 0.01, 0.04], [0.01, 0.02, -0.01], [-0.01, -0.01, 0.06], [0.01, 0.01, 0.01], [0.03, 0.03, 0.04], [-0.04, 0.04, 0.00], [0.02, 0.00, -0.02], [-0.01, 0.05, -0.02], [0.00, 0.02, 0.03], [-0.08, 0.01, 0.04], [0.02, -0.02, -0.04], [0.01, 0.01, 0.03], [-0.02, 0.02, 0.00], [0.02, 0.02, 0.01], [0.01, -0.03, -0.02], [-0.01, 0.00, -0.01], [-0.03, 0.02, -0.04], [0.00, 0.01, 0.00], [0.01, -0.05, -0.04], [-0.04, 0.00, -0.07], [0.02, -0.03, -0.01], [0.00, -0.01, 0.00]]}